Molecular formula: C3H6NO2
Method: DFT, ωB97M-V/def2-TZVPD

Geometry (Å):
C (-3.24225, -0.65676, -0.15789)
C (1.74766, 1.15562, 0.01247)
C (0.84066, -0.95975, -0.11052)
N (-2.23796, -0.34352, 0.27608)
O (1.10514, -2.25139, 0.10650)
O (1.94828, -0.23106, -0.19842)
H (-4.27209, -0.69760, -0.54957)
H (2.77332, 1.58072, 0.14883)
H (0.99748, 1.19650, 0.73723)
H (1.33639, 1.71971, -0.82466)
H (-1.12247, -0.45119, 0.20159)
H (0.28530, -2.76837, 0.22727)

<S²>	2.005
DFT total energy	-322.60526	Eh
net charge	+1
ΔE to the lowest compared entry with this formula, charge and spin	239.2	kJ/mol
strongest force on any atom	2.46	eV/Å
gap between HOMO and LUMO (spin up / spin down)	4.664 / 7.922	eV
spin multiplicity	3

Molecular formula: C3H6NO2S
Method: DFT, ωB97M-V/def2-TZVPD

Geometry (Å):
C (3.22896, 1.35322, -0.31802)
C (-0.17883, -0.86907, 0.14083)
C (-1.70103, -1.07056, 0.38318)
N (0.40038, 0.18649, -0.12446)
O (2.79458, -0.93506, -1.22339)
O (2.75870, -0.72474, 1.25962)
S (2.51180, -0.10488, -0.06622)
H (3.35870, 1.62233, -1.33281)
H (2.91733, 2.26231, 0.29032)
H (0.24180, -1.86284, 0.32763)
H (-2.22802, -0.32568, -0.11714)
H (-1.65834, -0.96744, 1.43710)
H (-1.97935, -2.12393, 0.02122)

DFT total energy	-721.26651	Eh
net charge	-1
ΔE to the lowest compared entry with this formula, charge and spin	373.1	kJ/mol
strongest force on any atom	3.09	eV/Å
SMILES	C=[S@@](=O)([O-])/N=C/C
gap between HOMO and LUMO	7.295	eV
spin multiplicity	1

Q: Which of these has the lowest strongest force on any atom?
A: C3H6NO2